C51H112Cl12 | ωB97M-V/def2-TZVPD

```
175
Properties=species:S:1:pos:R:3
C 4.732 -3.900 1.897
Cl 4.573 -4.597 0.240
Cl 3.206 -3.932 2.711
Cl 5.992 -4.874 2.829
Cl 5.337 -2.214 1.853
C 1.141 -3.179 -4.309
Cl 0.678 -1.626 -3.578
Cl -0.085 -3.517 -5.493
Cl 2.767 -3.008 -5.153
Cl 1.153 -4.472 -3.121
C 0.094 2.192 5.610
Cl -1.044 0.885 5.303
Cl 1.366 1.685 6.733
Cl 0.895 2.652 4.058
Cl -0.801 3.602 6.310
C 5.660 5.453 4.037
C 4.613 4.337 3.821
C 5.134 3.231 2.893
C 4.115 2.254 2.406
C 4.784 1.095 1.707
C 5.701 1.458 0.523
H 5.939 5.788 3.038
H 6.541 5.156 4.606
H 5.067 6.249 4.487
H 4.279 3.894 4.759
H 3.713 4.730 3.348
H 5.887 2.691 3.469
H 5.737 3.705 2.118
H 3.537 1.878 3.249
H 3.388 2.754 1.766
H 5.393 0.503 2.390
H 4.023 0.401 1.349
H 5.226 2.137 -0.184
H 6.665 1.912 0.754
H 5.893 0.488 0.064
C 0.154 0.780 1.154
C 0.642 -0.669 0.851
C -0.567 -1.613 0.895
C -0.238 -3.022 1.486
C 0.588 -3.847 0.447
C 0.629 -5.304 0.842
H 0.986 1.473 1.272
H -0.374 0.858 2.105
H -0.501 1.098 0.342
H 1.139 -0.678 -0.119
H 1.393 -0.940 1.592
H -0.955 -1.630 -0.124
H -1.470 -1.175 1.321
H 0.234 -2.964 2.467
H -1.211 -3.444 1.737
H -0.010 -3.734 -0.457
H 1.588 -3.434 0.322
H 1.129 -5.546 1.780
H -0.286 -5.883 0.717
H 1.296 -5.725 0.089
C -2.905 6.437 -6.368
C -2.190 5.213 -5.815
C -3.084 4.156 -5.196
C -2.358 2.972 -4.498
C -1.576 3.414 -3.258
C -1.398 2.235 -2.348
H -3.461 6.963 -5.593
H -3.629 6.082 -7.101
H -2.205 7.132 -6.832
H -1.628 4.815 -6.660
H -1.484 5.578 -5.069
H -3.769 3.732 -5.930
H -3.724 4.692 -4.495
H -3.170 2.294 -4.234
H -1.726 2.398 -5.176
H -0.561 3.751 -3.467
H -1.988 4.299 -2.774
H -2.289 2.017 -1.760
H -0.980 1.341 -2.811
H -0.671 2.389 -1.550
C 6.926 7.061 -1.054
C 6.023 5.878 -1.077
C 5.299 5.666 -2.406
C 4.594 4.310 -2.491
C 3.284 4.206 -1.667
C 2.670 2.783 -1.732
H 7.235 7.309 -0.038
H 6.371 7.897 -1.480
H 7.842 6.858 -1.608
H 6.575 4.989 -0.770
H 5.296 6.094 -0.294
H 6.013 5.732 -3.227
H 4.621 6.486 -2.642
H 4.525 4.173 -3.570
H 5.294 3.516 -2.233
H 3.452 4.478 -0.625
H 2.584 4.947 -2.051
H 3.387 2.024 -1.417
H 1.754 2.712 -1.146
H 2.375 2.512 -2.746
C -0.743 -8.762 -0.416
C 0.265 -9.828 -0.748
C -0.319 -11.286 -0.791
C 0.904 -12.225 -1.113
C 0.486 -13.737 -1.095
C 1.547 -14.738 -1.373
H -1.010 -8.891 0.633
H -1.654 -8.888 -1.001
H -0.450 -7.768 -0.752
H 0.733 -9.614 -1.709
H 1.095 -9.818 -0.041
H -1.045 -11.503 -1.574
H -0.763 -11.580 0.160
H 1.428 -11.950 -2.029
H 1.652 -12.124 -0.326
H -0.006 -14.035 -0.169
H -0.385 -13.808 -1.747
H 2.429 -14.466 -0.793
H 1.170 -15.716 -1.074
H 1.849 -14.644 -2.416
C -6.204 3.827 6.253
C -6.274 3.226 4.817
C -4.958 2.779 4.304
C -5.163 1.789 3.163
C -3.909 1.171 2.569
C -3.098 2.303 1.916
H -5.870 3.178 7.063
H -7.151 4.238 6.604
H -5.544 4.692 6.195
H -6.970 2.387 4.817
H -6.705 4.003 4.185
H -4.428 2.224 5.079
H -4.375 3.645 3.991
H -5.850 1.036 3.551
H -5.799 2.260 2.413
H -3.411 0.725 3.430
H -4.028 0.373 1.836
H -2.402 1.847 1.212
H -3.734 3.049 1.441
H -2.575 2.899 2.663
C -3.129 -4.435 -0.393
C -2.750 -5.568 -1.412
C -2.802 -5.084 -2.824
C -2.902 -6.279 -3.870
C -2.725 -5.968 -5.356
C -2.996 -7.137 -6.249
H -2.569 -3.504 -0.477
H -2.812 -4.716 0.611
H -4.194 -4.202 -0.388
H -1.866 -6.127 -1.107
H -3.601 -6.245 -1.327
H -1.993 -4.418 -3.126
H -3.744 -4.552 -2.956
H -2.114 -6.986 -3.610
H -3.819 -6.852 -3.736
H -3.252 -5.077 -5.699
H -1.687 -5.714 -5.571
H -2.724 -6.821 -7.256
H -2.375 -8.011 -6.051
H -4.004 -7.551 -6.225
C -0.678 4.900 0.681
C -0.322 6.177 1.469
C -1.473 7.198 1.323
C -2.616 6.666 2.268
C -2.273 6.725 3.764
C -3.623 6.785 4.582
H -1.423 4.269 1.167
H 0.136 4.178 0.616
H -1.062 5.095 -0.321
H -0.201 6.032 2.542
H 0.620 6.601 1.121
H -1.783 7.288 0.282
H -1.165 8.197 1.634
H -3.466 7.318 2.069
H -2.914 5.648 2.016
H -1.700 5.882 4.150
H -1.815 7.675 4.042
H -4.112 5.814 4.499
H -3.303 6.961 5.609
H -4.293 7.620 4.379
```

Calculated values
* total charge: 0
* structure (SMILES): ClC(Cl)(Cl)Cl.ClC(Cl)(Cl)Cl.ClC(Cl)(Cl)Cl.CCCCCC.CCCCCC.CCCCCC.CCCCCC.CCCCCC.CCCCCC.CCCCCC.CCCCCC
* Kohn-Sham gap: 10.3643 eV
* F_max: 2.8 eV/Å
* DFT total energy: -204970.945 eV
* spin multiplicity: 1